{"formula": "C44H120O44S14", "method": "ωB97M-V/def2-TZVPD", "total_charge": 0, "max_force_ev_per_a": 3.75, "lumo_energy_ev": -0.06, "gap_ev": 9.689, "species": ["S", "S", "S", "S", "S", "S", "S", "S", "S", "S", "S", "S", "S", "S", "O", "O", "O", "O", "O", "O", "O", "O", "O", "O", "O", "O", "O", "O", "O", "O", "O", "O", "O", "O", "O", "O", "O", "O", "O", "O", "O", "O", "O", "O", "O", "O", "O", "O", "O", "O", "O", "O", "O", "O", "O", "O", "O", "O", "C", "C", "C", "C", "C", "C", "C", "C", "C", "C", "C", "C", "C", "C", "C", "C", "C", "C", "C", "C", "C", "C", "C", "C", "C", "C", "C", "C", "C", "C", "C", "C", "C", "C", "C", "C", "C", "C", "C", "C", "C", "C", "C", "C", "H", "H", "H", "H", "H", "H", "H", "H", "H", "H", "H", "H", "H", "H", "H", "H", "H", "H", "H", "H", "H", "H", "H", "H", "H", "H", "H", "H", "H", "H", "H", "H", "H", "H", "H", "H", "H", "H", "H", "H", "H", "H", "H", "H", "H", "H", "H", "H", "H", "H", "H", "H", "H", "H", "H", "H", "H", "H", "H", "H", "H", "H", "H", "H", "H", "H", "H", "H", "H", "H", "H", "H", "H", "H", "H", "H", "H", "H", "H", "H", "H", "H", "H", "H", "H", "H", "H", "H", "H", "H", "H", "H", "H", "H", "H", "H", "H", "H", "H", "H", "H", "H", "H", "H", "H", "H", "H", "H", "H", "H", "H", "H", "H", "H", "H", "H", "H", "H", "H", "H"], "coordinates": [[6.0476, -36.2505, -7.2682], [4.1782, -29.2148, -4.4772], [-2.6528, -40.1982, -4.0299], [2.4153, -42.4983, -6.9696], [-7.9262, -36.6630, 2.6235], [-0.8246, -29.1009, 3.6177], [-12.0785, -33.7839, -2.7197], [-9.4771, -27.1380, -4.0502], [-12.1703, -30.7124, -9.2211], [-1.4066, -33.9527, -2.7788], [-1.1974, -25.4649, -2.9844], [-1.2035, -39.3156, 3.2199], [2.1963, -29.0585, -10.8549], [-4.7523, -34.9593, -10.0373], [-0.5041, -25.3751, -4.2535], [4.8661, -37.9454, -0.4454], [0.2775, -28.8803, 4.5720], [-8.2987, -26.7882, -3.2917], [6.6927, -36.1976, -5.9763], [4.5015, -27.6084, -4.2582], [-12.8618, -34.6655, -3.6207], [2.2292, -29.2159, -12.3176], [-0.5332, -25.5626, -1.7227], [-3.5680, -34.9284, -9.1942], [-2.2180, -34.9917, -2.0834], [1.6841, -43.7145, -6.6018], [-3.3720, -39.3984, -5.0373], [6.5353, -37.5727, -8.0888], [-1.7026, -28.0016, 3.2025], [-7.9916, -37.5192, 1.4158], [-1.8267, -30.3106, 4.1217], [2.7291, -29.4371, -4.3102], [3.5434, -42.5578, -7.8838], [-11.3305, -29.7943, -9.9480], [-7.5992, -35.1230, 2.1116], [-0.3990, -33.2723, -1.9697], [-9.3082, -27.9927, -5.2568], [-12.9483, -30.2090, -8.0659], [4.8656, -29.7406, -5.6735], [-0.5975, -40.3947, 4.3731], [-2.2604, -24.2141, -2.8743], [-2.3727, -32.7550, -3.3610], [-5.0185, -33.8738, -10.9839], [1.2328, -41.5384, -7.6415], [3.3269, -29.5131, -10.0552], [-7.4567, -26.8669, -9.2826], [-1.2977, -39.8326, -3.6565], [4.5724, -36.1476, -7.3685], [-12.8955, -32.3305, -2.7334], [-10.6080, -33.6116, -2.8169], [-6.0937, -35.1274, -9.0073], [-13.2214, -31.3939, -10.3207], [-1.2001, -37.9646, 3.7468], [-2.5870, -41.7722, -4.5074], [-10.3144, -25.7234, -4.4296], [-2.4149, -39.8947, 2.5948], [-9.0021, -36.5871, 3.6302], [0.7832, -29.8026, -10.3030], [-0.1933, -29.9864, 2.1667], [5.0275, -29.8586, -2.9335], [-2.4481, -26.8641, -3.0973], [-14.7884, -31.4057, -1.6386], [-5.8929, -33.6493, 1.3894], [-3.7518, -40.5016, -2.5666], [-0.6438, -41.7968, 4.0216], [0.6636, -29.8779, -8.8808], [-12.1200, -24.3727, -5.1899], [-1.5473, -42.4861, 5.0539], [6.8853, -35.0631, -8.3509], [0.4620, -39.2340, -7.9732], [-2.9277, -23.9262, -1.6347], [5.6568, -26.8464, -6.2080], [-11.5625, -25.7922, -5.1666], [-14.3354, -32.2219, -9.9023], [-3.4219, -33.0764, -4.2931], [-3.5218, -42.2327, -5.4531], [1.5759, -40.2698, -8.1687], [7.8236, -38.1404, -7.8106], [-0.6386, -34.5029, -4.3761], [4.1910, -37.0141, -1.3629], [-2.2480, -32.0329, 5.6330], [-4.1118, -23.0094, -1.8002], [-7.2096, -36.1958, -7.1942], [5.7524, -27.0968, -4.6717], [-14.3867, -33.3483, -10.9224], [-11.2567, -32.2591, -8.8093], [-6.7076, -34.9409, 1.0395], [-3.3092, -43.7174, -5.5587], [-6.3159, -27.6971, -9.4323], [7.7219, -39.6179, -7.9869], [2.9021, -41.4912, -5.4664], [-4.5279, -32.1031, -4.1256], [1.8101, -27.2845, -10.4101], [0.1327, -39.3252, 2.0093], [-10.6949, -27.8084, -2.9777], [-12.4930, -34.3394, -1.0373], [-4.8441, -36.5719, -11.0126], [-6.2183, -36.3380, -8.3171], [-1.3131, -31.5620, 4.4875], [-0.8019, -29.4253, -8.6244], [-6.3807, -36.8487, 3.5869], [-14.2837, -32.4253, -2.6961], [-10.9421, -32.7434, -9.7338], [1.5237, -27.1235, -9.3707], [-3.2852, -41.3551, -2.0748], [-15.2295, -33.9796, -10.6410], [8.5426, -37.7285, -8.5188], [1.9689, -41.0423, -5.1263], [2.7126, -26.7131, -10.6270], [-11.0300, -26.9408, -2.4093], [-4.1586, -44.2532, -5.9825], [-1.1639, -42.3172, 6.0602], [-0.9815, -30.4176, 1.5494], [-10.4142, -31.8966, -8.2204], [4.6442, -30.8609, -2.7421], [-6.5972, -35.9187, -6.3361], [8.1715, -37.9347, -6.7983], [-6.2994, -36.1204, 4.3937], [-14.2340, -32.6738, -8.9155], [6.5833, -27.6457, -4.2285], [0.1742, -39.1826, -6.9232], [-8.2683, -27.3794, -9.2682], [-6.4713, -32.7366, 1.5328], [-3.0851, -44.1294, -4.5748], [-5.4029, -32.3623, -4.7217], [-13.4415, -33.8898, -10.8851], [-2.6126, -42.2899, 4.9326], [-15.2772, -31.6740, -9.9343], [-10.1719, -28.5139, -2.3320], [6.7858, -34.0741, -7.9034], [4.8871, -36.3236, -1.8392], [-1.4399, -43.5588, 4.8930], [-1.3424, -30.2290, -9.1244], [-1.0435, -28.4830, -9.1162], [-12.4198, -24.0024, -4.2096], [-0.4686, -39.5293, -8.4579], [0.8047, -30.8457, -8.3998], [-14.3950, -30.3932, -1.7284], [-14.6981, -33.4334, -2.6915], [-4.6858, -40.7196, -3.0844], [-1.9506, -27.8330, -3.1402], [-7.3413, -34.8212, 0.1608], [-0.3006, -31.4146, 4.8632], [4.7734, -29.1285, -2.1651], [-14.6419, -32.1243, -3.6806], [4.7842, -26.2724, -6.5197], [5.2677, -38.6160, -1.0029], [0.3433, -42.2125, 4.2236], [-2.0406, -33.0168, 6.0538], [-7.6373, -37.1833, -7.0208], [-2.3843, -43.9613, -6.0813], [7.0464, -40.1389, -7.3084], [-0.9357, -41.9916, 2.9896], [0.2431, -40.3960, 1.8379], [-4.5859, -42.0883, -5.2660], [-2.1101, -23.5954, -0.9942], [7.4389, -39.9453, -8.9873], [-6.1883, -37.8173, 4.0484], [-11.7731, -35.1295, -0.8240], [-3.8397, -22.1134, -2.3581], [-4.5233, -22.5812, -0.8861], [-14.6460, -31.7699, -0.6211], [-6.5215, -37.1324, -8.9990], [-4.9329, -23.5006, -2.3222], [-4.9877, -32.0128, -3.1415], [0.2718, -35.0631, -4.1626], [-15.8708, -31.3027, -1.7154], [-6.0414, -35.7815, 0.8453], [-13.0316, -24.3998, -5.7869], [-0.1392, -38.6748, 1.1780], [0.3555, -29.2458, 1.5849], [2.4759, -39.8869, -7.6874], [-0.2864, -33.6278, -4.9222], [0.6560, -38.2485, -8.3965], [-11.8686, -32.9176, -8.1928], [-11.3976, -26.1327, -6.1888], [-14.5080, -32.9322, -11.9226], [3.3081, -42.1495, -4.6984], [7.8676, -35.4657, -8.5983], [-5.8751, -36.7733, -11.3036], [3.4699, -36.4158, -0.8059], [-5.1463, -33.4069, 0.6331], [-12.4482, -33.5389, -0.2988], [-4.3614, -37.3323, -10.3987], [3.6535, -40.7279, -5.6683], [6.1100, -29.8449, -3.0608], [0.9902, -39.0079, 2.6027], [0.4639, -30.7876, 2.5046], [-3.8278, -34.0563, -4.0417], [-2.2514, -31.3661, 6.4953], [-1.3592, -32.3182, 3.7038], [-5.5636, -36.5603, 2.9255], [-5.4345, -33.6911, 2.3775], [-4.2304, -36.5351, -11.9126], [-3.0355, -33.1392, -5.3104], [-3.7363, -39.5946, -1.9623], [8.7212, -40.0089, -7.7951], [5.7761, -26.0819, -4.2748], [-3.2350, -32.1976, 5.2007], [-5.4896, -27.0078, -9.6059], [-13.5081, -34.7347, -1.0756], [-7.9635, -35.4211, -7.3343], [1.0677, -26.9406, -11.1303], [3.6658, -37.5782, -2.1337], [-3.2285, -26.7138, -3.8433], [-6.1972, -28.2147, -8.4804], [5.7904, -27.7338, -6.8267], [-5.2768, -36.6800, -7.8874], [1.3304, -29.1819, -8.3718], [-1.3930, -35.0905, -4.8993], [-11.5502, -28.2313, -3.5046], [-6.4041, -28.4556, -10.2101], [-1.0461, -29.4913, -7.5642], [1.7289, -40.5313, -9.2157], [-3.2264, -24.8378, -1.1171], [-12.2959, -26.4216, -4.6627], [-3.4241, -41.7625, -6.4316], [-11.4504, -23.6662, -5.6804], [6.4468, -26.1967, -6.5848], [6.2857, -34.9365, -9.2523], [-3.0041, -26.9454, -2.1633], [-4.1637, -31.1517, -4.5133]], "forces_ev_per_a": [[-1.16, 0.45, -0.83], [-0.06, -1.15, 0.13], [-0.35, 0.28, -0.60], [-0.87, -0.05, -0.44], [-0.18, 0.22, 0.46], [-0.20, -0.04, -0.12], [-0.50, -0.77, -0.21], [0.01, -0.42, -2.98], [-2.10, -0.32, 0.80], [-0.23, -0.04, 1.41], [-2.54, -0.69, -0.81], [-0.62, -0.32, -0.92], [-0.30, -0.31, -0.29], [-0.55, -0.03, -0.73], [-0.86, 0.33, 1.74], [-0.72, 1.04, -0.79], [-2.21, -0.55, -1.69], [-1.38, 0.20, -0.65], [-0.52, -0.31, -0.74], [-1.59, -2.08, 0.35], [2.15, 1.61, 1.31], [-0.43, 0.40, 2.97], [0.34, 0.00, -0.26], [-1.39, -0.23, -0.99], [1.60, 2.11, -2.30], [1.43, 2.30, -0.33], [1.14, -1.46, 1.69], [-1.18, 0.74, 0.98], [1.58, -2.10, 0.99], [0.14, 1.61, 2.77], [-0.06, 2.34, -0.80], [3.00, 0.98, -0.38], [-1.14, 0.10, 1.08], [-0.69, -1.13, 0.43], [-1.41, -1.88, 1.76], [-1.40, -0.81, -1.40], [-0.64, 2.07, 2.59], [1.62, -1.33, -2.16], [-1.22, 1.20, 2.21], [-0.75, 1.97, -1.89], [0.56, -0.77, -1.51], [1.05, -0.83, 0.64], [0.09, -1.75, 2.05], [0.47, -1.75, 2.02], [-1.52, 0.58, -0.92], [-0.26, 0.44, -0.51], [-1.65, -0.57, -0.28], [3.44, -0.51, 0.04], [3.34, -1.63, 0.00], [-3.75, 0.18, -0.15], [1.73, 1.48, -2.15], [0.86, 1.13, 1.14], [-0.41, -1.80, 0.34], [0.30, 1.88, 0.55], [1.38, -1.50, 0.30], [2.20, 0.94, 1.56], [1.82, -0.07, -2.60], [2.46, 0.38, -1.06], [0.29, 0.66, 0.17], [-0.57, 0.79, -1.11], [0.35, 0.44, 0.85], [-0.73, -1.06, -0.02], [-0.33, -0.14, -0.06], [1.44, 0.53, -1.54], [-0.55, -0.54, 1.52], [-1.48, 1.78, 1.20], [-0.27, -0.18, -0.33], [0.22, -0.69, -0.82], [-1.56, 0.16, 0.05], [-0.80, -0.87, 0.03], [1.02, -0.67, 1.52], [1.54, -0.19, -0.34], [0.10, 0.83, 0.09], [0.08, -0.51, -0.59], [-0.46, -1.61, 0.70], [-1.04, -0.87, -1.58], [0.12, 0.74, -0.81], [0.02, -0.20, 0.11], [-0.25, 0.05, 1.11], [0.42, -0.72, 0.58], [0.15, -0.58, -0.30], [0.04, 0.71, -0.73], [0.61, 0.09, 0.56], [-0.44, 1.55, -1.92], [0.06, 0.45, 0.34], [-0.17, 1.28, 0.23], [0.76, 1.77, -0.59], [0.92, -0.71, 0.29], [-0.52, 0.10, 0.83], [0.37, -1.07, -0.23], [-0.59, -0.62, -0.58], [-0.71, 1.13, -0.72], [0.49, -0.74, -1.00], [-0.49, -0.88, 1.60], [-0.01, 0.12, 0.54], [0.19, 0.02, -0.56], [0.61, 0.80, 0.76], [0.04, -1.33, -0.02], [-0.09, -0.94, 2.28], [0.79, -1.50, -0.38], [0.43, 0.14, -0.38], [-2.01, 1.63, -0.52], [-0.03, 0.26, 0.08], [-0.05, -0.43, -0.15], [-0.31, 0.13, 0.09], [0.08, -0.24, -0.31], [0.02, 0.12, -0.06], [0.08, -0.04, 0.09], [0.17, -0.25, 0.11], [0.03, -0.19, 0.25], [0.10, 0.15, -0.10], [-0.30, 0.35, -0.05], [-0.23, 0.30, 0.32], [0.11, -0.22, -0.07], [0.03, 0.20, -0.01], [-0.47, 0.07, 0.36], [-0.29, 0.34, 0.01], [-0.86, 0.17, -0.11], [0.37, 0.43, 0.21], [0.10, -0.23, -0.58], [0.33, 0.33, 0.14], [0.10, -0.20, 0.03], [-0.71, -0.23, -0.53], [-0.50, 0.03, 0.27], [0.24, -0.25, -0.50], [-0.16, -0.23, -0.05], [0.15, 0.44, 0.19], [0.26, 0.41, 0.13], [-0.27, -0.11, -0.09], [0.77, -0.15, 0.39], [0.19, -0.11, 0.03], [0.02, -0.21, -0.05], [-0.62, 0.24, -0.01], [0.10, 0.03, 0.36], [0.31, -0.09, 0.08], [0.05, -0.39, -0.23], [0.31, -0.29, -0.78], [0.38, -0.29, -0.26], [0.33, -0.14, 0.98], [-0.14, 0.00, 0.58], [0.32, 0.26, -0.58], [0.33, 0.18, -0.25], [0.16, -0.31, -0.10], [-0.24, -0.30, 0.06], [0.02, 0.45, -0.15], [-0.44, -0.47, 0.56], [0.10, -0.03, 0.04], [0.28, 0.36, -0.42], [0.69, -0.13, -0.28], [-0.26, 0.21, 0.20], [-0.16, 0.11, -0.48], [-0.07, 0.41, 0.22], [-0.12, 0.24, 0.08], [0.17, 0.20, -0.87], [0.00, 0.51, 1.08], [-0.37, 0.79, 0.23], [0.02, 0.32, -0.11], [-0.41, -0.19, -0.53], [-0.12, 0.04, 0.12], [0.13, -0.11, -0.33], [0.30, -0.57, 0.40], [0.38, 0.03, 0.03], [-0.21, 0.04, -0.27], [0.09, -0.05, -0.06], [0.77, 0.00, 0.30], [-0.35, -0.33, 0.30], [-0.13, -0.07, -0.24], [-0.03, -0.11, 0.30], [-0.09, -0.01, -0.10], [0.12, -0.33, 0.08], [0.11, -0.13, 0.02], [0.24, -0.07, -0.27], [-0.53, 0.18, 0.12], [0.59, -0.09, 0.26], [-0.14, 0.21, -0.13], [0.17, -0.23, 0.15], [-0.13, -0.16, 0.02], [-0.20, -0.26, -0.25], [-0.02, 0.46, 0.36], [0.09, 0.04, 0.34], [0.09, -0.25, 0.17], [0.09, -0.28, 0.03], [0.31, 0.04, -0.27], [-0.51, -0.07, 0.20], [-0.18, -0.14, -0.51], [-0.14, -0.13, -0.29], [0.05, 0.30, -0.38], [0.05, 0.22, 0.08], [0.25, -0.33, 0.05], [-0.19, 0.30, -0.37], [0.16, 0.36, -0.41], [0.01, -0.46, -0.22], [0.40, -0.72, -0.10], [-0.02, 0.73, 0.08], [0.09, 0.33, 0.00], [-0.28, -0.16, -0.06], [0.08, -0.21, -0.03], [0.00, -0.16, 0.55], [-0.23, 0.59, 0.17], [0.09, -0.34, -0.09], [0.16, -0.04, -0.07], [-0.04, -0.26, -0.27], [-0.22, -0.23, 0.25], [-0.09, 0.07, -0.03], [0.65, 0.16, -0.43], [0.57, -0.20, 0.03], [-0.51, -0.16, 0.27], [0.30, 0.22, -0.07], [0.33, -0.06, -0.21], [0.24, 0.05, -0.09], [0.39, -0.16, -0.10], [0.01, 0.20, -0.28], [-0.01, 0.41, -0.03], [0.43, 0.88, -0.17], [-0.27, -0.37, -0.37], [0.20, -0.29, 0.02], [0.60, 0.22, 0.06], [0.12, -0.10, 0.18], [0.51, 0.13, 0.50], [0.01, -0.58, -0.14], [0.24, 0.54, 0.32], [-0.34, 0.35, 0.39]], "mulliken_charge": [1.142, 1.081, 0.999, 1.177, 1.120, 1.129, 1.085, 1.085, 1.142, 1.035, 1.142, 1.078, 1.136, 1.068, -0.575, -0.515, -0.592, -0.580, -0.615, -0.262, -0.606, -0.595, -0.590, -0.543, -0.550, -0.593, -0.561, -0.264, -0.587, -0.587, -0.278, -0.543, -0.604, -0.573, -0.313, -0.581, -0.567, -0.600, -0.572, -0.320, -0.314, -0.186, -0.585, -0.315, -0.563, -0.504, -0.579, -0.588, -0.278, -0.554, -0.289, -0.313, -0.577, -0.247, -0.302, -0.584, -0.574, -0.306, -0.930, -0.990, -0.978, -1.054, -1.119, -0.912, -0.251, -0.175, -1.328, -1.176, -0.860, -1.147, -0.125, -1.065, 0.004, -0.221, -0.101, -0.060, -0.135, -0.140, -0.960, -0.443, -1.304, -1.215, -1.115, -0.208, -1.079, -0.953, -0.334, -1.232, -0.433, -1.283, -0.847, -1.380, -0.852, -0.843, -0.994, -0.902, -0.939, -0.123, -0.190, -1.084, -0.831, -0.358, 0.325, 0.301, 0.311, 0.362, 0.292, 0.277, 0.351, 0.383, 0.372, 0.304, 0.336, 0.403, 0.392, 0.243, 0.367, 0.334, 0.282, 0.258, 0.232, 0.287, 0.334, 0.310, 0.394, 0.279, 0.308, 0.317, 0.403, 0.352, 0.268, 0.370, 0.293, 0.307, 0.327, 0.308, 0.249, 0.258, 0.403, 0.310, 0.375, 0.307, 0.416, 0.328, 0.346, 0.284, 0.296, 0.313, 0.399, 0.328, 0.282, 0.289, 0.387, 0.294, 0.308, 0.320, 0.318, 0.354, 0.384, 0.314, 0.376, 0.291, 0.274, 0.263, 0.309, 0.421, 0.364, 0.419, 0.400, 0.370, 0.384, 0.336, 0.320, 0.379, 0.333, 0.291, 0.295, 0.393, 0.272, 0.327, 0.203, 0.349, 0.305, 0.332, 0.289, 0.327, 0.325, 0.327, 0.331, 0.323, 0.288, 0.269, 0.276, 0.377, 0.316, 0.410, 0.386, 0.242, 0.281, 0.198, 0.317, 0.288, 0.314, 0.194, 0.360, 0.209, 0.323, 0.359, 0.265, 0.334, 0.315, 0.246, 0.362, 0.255, 0.316, 0.238, 0.283, 0.323, 0.405, 0.329, 0.331, 0.294]}